No. 1
This record from the Open Molecules 2025 dataset describes a 2-piece molecular cluster, C2H6Br2N overall in a non-equilibrium geometry. The level of theory is ωB97M-V/def2-TZVPD.

Geometry (Å):
Br -5.470 -0.267 0.182
Br -3.218 -0.974 0.074
N 0.212 -0.848 -0.273
C -0.011 0.537 -0.541
C -0.415 1.399 0.327
H -0.868 2.320 -0.027
H 1.159 -1.098 -0.562
H 0.082 0.613 -1.563
H 0.030 -1.211 0.746
H -0.619 -1.311 -0.822
H -0.428 1.155 1.404

Forces on atoms 1 to 6 (eV/Å):
Br 1.183 -0.341 -0.093
Br -1.246 0.264 0.132
N -2.150 -2.839 2.007
C -0.022 -0.025 0.456
C -0.846 0.743 1.538
H 0.588 0.193 0.280

Computed properties:
E_tot = -143737.5983 eV
M = 203.89 g/mol
Total charge = +1
Highest occupied orbital energy = -13.7649 eV
E_LUMO = -0.2069 Ha
Gap between HOMO and LUMO = 8.13 eV
Relative energy (zero: lowest compared OMol25 entry of this formula, charge and spin) = 27.4 kcal/mol

Partial charges, Mulliken, in e: -0.01, 0.05, -0.33, -0.17, -0.56, 0.27, 0.36, 0.40, 0.39, 0.36, 0.23

---

No. 2
This record from the Open Molecules 2025 dataset describes a 2-piece molecular cluster, C2H6BrClN2 overall in a non-equilibrium geometry. The level of theory is ωB97M-V/def2-TZVPD.

Geometry (Å):
Br -0.329 2.646 -1.081
Cl 0.670 0.077 2.144
N -0.493 -0.487 -0.348
N 0.555 -0.448 0.263
C -1.783 -0.571 0.268
C 1.662 0.042 -0.476
H -2.005 -1.699 0.486
H -2.443 -0.097 -0.461
H 2.001 -0.631 -1.177
H 1.447 0.950 -0.993
H 2.457 0.153 0.178
H -1.740 0.066 1.199

Forces on atoms 1 to 6 (eV/Å):
Br -0.165 -0.656 0.124
Cl -0.230 -0.440 -1.251
N 0.099 0.293 0.204
N -1.105 0.775 0.414
C -0.127 -0.601 1.143
C 0.988 0.231 0.664

Computed properties:
E_tot = -87712.3720 eV
M = 173.44 g/mol
Highest occupied orbital energy (alpha / beta) = -8.8429 / -8.0822 eV
E_LUMO (alpha / beta) = -0.0781 / -0.1070 Ha
Gap between HOMO and LUMO (alpha / beta) = 6.72 / 5.17 eV
Relative energy (zero: lowest compared OMol25 entry of this formula, charge and spin) = 30.3 kcal/mol

Partial charges, Mulliken, in e: -0.51, -0.10, -0.15, 0.26, -0.66, -0.52, 0.29, 0.30, 0.29, 0.21, 0.28, 0.31